(1)
# C4H4S3

One molecule with the formula C4H4S3 (wB97M-V/def2-TZVPD, the Open Molecules 2025 dataset).

Summary:
Charge ... 0
Multiplicity ... 1
Gap between HOMO and LUMO ... 8.01 eV
Energy above the lowest of the compared OMol25 structures with the same formula, charge and spin ... 1.782 eV
Lowest unoccupied orbital energy ... -0.36 eV
E ... -36716.01020 eV

CARTESIAN COORDINATES (ANGSTROEM)
S (-1.584, -1.136, 1.514)
C (-1.525, -0.985, -0.148)
C (-0.054, -0.866, -0.789)
S (-0.101, 0.826, -1.362)
C (0.664, 1.496, 0.077)
C (1.219, 0.635, 0.819)
S (1.442, -1.052, 0.339)
H (-2.531, -0.815, -0.774)
H (0.118, -1.437, -1.616)
H (0.804, 2.566, 0.104)
H (1.549, 0.767, 1.836)

Forces on the atoms, in the same order (eV/Å):
-0.589 0.209 -2.328
0.316 -0.198 1.623
-1.493 0.940 2.480
0.353 1.001 -0.544
-1.461 2.253 -3.198
2.287 -3.272 3.602
-2.204 0.579 -0.997
2.678 -0.396 1.054
0.153 -1.847 -2.153
-0.593 0.069 0.475
0.551 0.662 -0.014



(2)
# C4H4S3

One molecule with the formula C4H4S3 (wB97M-V/def2-TZVPD, the Open Molecules 2025 dataset).

Summary:
Charge ... 0
Multiplicity ... 1
Gap between HOMO and LUMO (spin up / spin down) ... 7.38 / 6.29 eV
Energy above the lowest of the compared OMol25 structures with the same formula, charge and spin ... 4.341 eV
Lowest unoccupied orbital energy (spin up / spin down) ... -0.84 / -1.69 eV
E ... -36713.45082 eV

CARTESIAN COORDINATES (ANGSTROEM)
C (0.189, -1.608, 0.041)
C (-0.342, -0.391, 0.036)
C (1.784, 1.469, 0.027)
C (-1.469, 0.433, -0.184)
S (0.940, 2.764, 0.208)
S (1.749, -2.307, 0.148)
S (2.619, 0.139, -0.095)
H (-0.340, -2.400, 0.421)
H (-0.967, 1.418, 0.104)
H (-2.308, 0.008, 0.421)
H (-1.854, 0.476, -1.127)

Forces on the atoms, in the same order (eV/Å):
1.950 3.725 0.012
1.271 -3.851 -0.770
0.217 -1.282 0.054
0.877 0.790 2.887
0.072 0.456 -0.058
-0.151 -0.039 -0.316
-0.109 1.305 -0.052
-2.426 -1.994 0.702
-1.771 -0.274 0.102
0.604 1.049 0.356
-0.534 0.113 -2.916



(3)
# C4H5AgO2

C4H5AgO2 as an isolated structure (wB97M-V/def2-TZVPD, the Open Molecules 2025 dataset).

Summary:
Charge ... 0
Multiplicity ... 3
Gap between HOMO and LUMO (spin up / spin down) ... 3.88 / 5.89 eV
Energy above the lowest of the compared OMol25 structures with the same formula, charge and spin ... 4.340 eV
Lowest unoccupied orbital energy (spin up / spin down) ... -1.30 / -1.37 eV
E ... -12312.62664 eV

CARTESIAN COORDINATES (ANGSTROEM)
O (-2.095, 0.294, -0.017)
C (-3.450, -1.471, 0.183)
C (-2.284, -0.937, 0.147)
H (-4.134, -1.848, 0.934)
H (-0.718, -1.569, 0.093)
H (1.256, -1.977, 0.712)
H (0.568, -1.371, -2.217)
C (1.244, -1.324, -1.361)
C (0.702, -1.432, -0.060)
O (1.065, -0.094, -0.195)
Ag (-0.056, 1.611, -0.278)
H (2.315, -1.303, -1.567)

Forces on the atoms, in the same order (eV/Å):
1.131 1.103 -0.231
-3.411 -2.225 0.796
2.770 1.703 -0.274
0.220 -0.049 -0.451
2.308 0.357 -0.400
-0.103 0.254 -0.080
0.087 0.680 0.163
0.468 1.786 -0.171
-2.980 -2.153 2.694
1.543 -1.903 -2.240
-1.707 0.783 0.044
-0.324 -0.336 0.150



(4)
# C4H5AlO6

C4H5AlO6 as an isolated structure (wB97M-V/def2-TZVPD, the Open Molecules 2025 dataset).

Summary:
Charge ... +3
Multiplicity ... 2
Gap between HOMO and LUMO (spin up / spin down) ... 8.58 / 5.98 eV
Lowest unoccupied orbital energy (spin up / spin down) ... -15.71 / -17.42 eV
E ... -23070.50946 eV

CARTESIAN COORDINATES (ANGSTROEM)
O (-1.922, 1.607, -3.289)
C (-1.415, 1.833, -2.209)
O (-1.386, 2.928, -1.624)
Al (-1.749, 0.639, -4.513)
O (-0.806, 0.649, -1.411)
O (0.741, -0.503, 1.616)
C (1.288, -1.583, 2.156)
O (1.398, -2.658, 1.620)
O (1.699, -1.276, 3.377)
C (0.241, -0.632, 0.293)
C (-0.242, 0.749, -0.113)
H (2.139, -2.040, 3.773)
H (-0.587, -1.352, 0.270)
H (1.038, -0.973, -0.380)
H (0.581, 1.481, -0.137)
H (-1.018, 1.129, 0.572)

Forces on the atoms, in the same order (eV/Å):
-1.409 -0.023 -0.111
1.791 6.962 8.377
0.443 -4.361 -1.529
-0.006 -3.216 -5.203
-0.399 0.349 -0.885
0.515 -1.429 0.260
-0.237 5.984 3.731
0.284 -2.977 -1.472
-0.594 -1.195 -2.319
-0.361 -0.562 -1.210
-0.357 -0.465 -0.877
0.537 -0.472 0.970
0.093 0.129 0.021
-0.109 0.076 0.070
-0.032 0.622 0.050
-0.159 0.577 0.127



Please write out number 4 again, unchanged.
# C4H5AlO6

C4H5AlO6 as an isolated structure (wB97M-V/def2-TZVPD, the Open Molecules 2025 dataset).

Summary:
Charge ... +3
Multiplicity ... 2
Gap between HOMO and LUMO (spin up / spin down) ... 8.58 / 5.98 eV
Lowest unoccupied orbital energy (spin up / spin down) ... -15.71 / -17.42 eV
E ... -23070.50946 eV

CARTESIAN COORDINATES (ANGSTROEM)
O (-1.922, 1.607, -3.289)
C (-1.415, 1.833, -2.209)
O (-1.386, 2.928, -1.624)
Al (-1.749, 0.639, -4.513)
O (-0.806, 0.649, -1.411)
O (0.741, -0.503, 1.616)
C (1.288, -1.583, 2.156)
O (1.398, -2.658, 1.620)
O (1.699, -1.276, 3.377)
C (0.241, -0.632, 0.293)
C (-0.242, 0.749, -0.113)
H (2.139, -2.040, 3.773)
H (-0.587, -1.352, 0.270)
H (1.038, -0.973, -0.380)
H (0.581, 1.481, -0.137)
H (-1.018, 1.129, 0.572)

Forces on the atoms, in the same order (eV/Å):
-1.409 -0.023 -0.111
1.791 6.962 8.377
0.443 -4.361 -1.529
-0.006 -3.216 -5.203
-0.399 0.349 -0.885
0.515 -1.429 0.260
-0.237 5.984 3.731
0.284 -2.977 -1.472
-0.594 -1.195 -2.319
-0.361 -0.562 -1.210
-0.357 -0.465 -0.877
0.537 -0.472 0.970
0.093 0.129 0.021
-0.109 0.076 0.070
-0.032 0.622 0.050
-0.159 0.577 0.127



The highest multiplicity belongs to which entry?
C4H5AgO2